Record 1
{"formula": "C3H3N3O", "method": "ωB97M-V with the def2-TZVPD basis set", "max_force_ha_per_bohr": 0.09266, "smiles": "O=Cn1nccn1", "de_lowest_ev": 2.667, "homo_energy_ev": -10.6273, "symbols": ["C", "C", "C", "H", "H", "H", "N", "N", "N", "O"], "coordinates": [[1.559323, -0.394733, 0.150550], [-1.631646, 0.781302, 0.003169], [-1.794676, -0.674329, 0.047505], [1.586075, -1.580504, 0.185108], [-2.329535, 1.639253, 0.443901], [-2.735813, -1.089382, -0.048492], [0.242446, -0.066560, -0.200026], [-0.400109, 1.217946, -0.026193], [-0.591987, -1.119430, -0.023954], [2.491102, 0.316688, -0.004582]], "forces_ev_per_angstrom": [[0.53, -2.55, -2.25], [-2.00, 3.36, 2.73], [1.72, 4.24, -0.66], [0.17, 2.15, 0.65], [0.87, -2.18, -1.72], [-1.25, -1.68, 0.30], [-1.26, 0.75, 1.80], [0.36, -3.82, -0.88], [0.36, -0.89, -0.83], [0.50, 0.64, 0.87]]}

***

Record 2
{"formula": "C3H3N3O", "method": "ωB97M-V with the def2-TZVPD basis set", "max_force_ha_per_bohr": 0.14759, "smiles": "O=Nc1c[nH]cn1", "de_lowest_ev": 4.929, "homo_energy_ev": -9.1972, "symbols": ["C", "C", "C", "H", "H", "H", "N", "N", "N", "O"], "coordinates": [[-0.159892, -0.775383, 0.289211], [0.396877, -0.379045, -0.883819], [-0.367903, 1.326522, 0.493048], [0.767677, -1.022467, -1.767640], [0.892216, 1.590484, -1.540585], [-0.197810, 2.356586, 0.728514], [-0.331727, -2.054514, 0.566410], [0.047789, 1.004390, -0.849373], [-0.624673, 0.190690, 1.105632], [-0.422553, -2.237262, 1.858602]], "forces_ev_per_angstrom": [[-0.05, 0.92, -0.90], [-1.84, 1.18, -1.08], [1.10, -2.44, -2.91], [-0.74, 1.62, 1.66], [-3.82, -1.52, 3.07], [-0.98, 0.25, 0.82], [0.00, -4.22, 6.31], [5.89, 1.12, -2.70], [0.45, 3.02, 0.65], [-0.02, 0.07, -4.92]]}

***

Record 3
{"formula": "C3H3N3O", "method": "ωB97M-V with the def2-TZVPD basis set", "max_force_ha_per_bohr": 0.02683, "de_lowest_ev": 3.304, "homo_energy_ev": -10.3853, "symbols": ["O", "C", "N", "C", "N", "C", "N", "H", "H", "H"], "coordinates": [[2.507143, -0.997247, 0.124417], [1.497083, -0.592817, -0.179747], [-0.000625, 0.905293, 1.092844], [-0.337416, 1.253258, -0.130805], [-0.916226, 0.241208, -0.851113], [-1.072675, -0.700121, 0.136283], [-0.491614, -0.381101, 1.271073], [0.430338, -0.275071, -0.859582], [-0.089888, 2.213490, -0.566932], [-1.526117, -1.666893, -0.036436]], "forces_ev_per_angstrom": [[-0.99, 0.47, -0.21], [1.22, -0.61, 0.23], [-0.18, 0.14, -0.09], [0.20, 0.04, 0.03], [-0.04, -0.01, 0.19], [0.15, -0.20, 0.03], [-0.08, 0.06, -0.16], [-0.30, 0.15, -0.07], [0.01, -0.14, 0.07], [0.01, 0.10, -0.01]]}

***

Record 4
{"formula": "C3H3N3O", "method": "ωB97M-V with the def2-TZVPD basis set", "max_force_ha_per_bohr": 0.05388, "smiles": "Oc1cnncn1", "de_lowest_ev": 4.520, "homo_energy_ev": [-9.4834, -9.4824], "symbols": ["O", "C", "C", "N", "N", "C", "N", "H", "H", "H"], "coordinates": [[-0.955092, 1.548488, -0.396514], [-1.015577, 0.227846, -0.205450], [-0.757848, -0.218561, 1.151775], [0.526382, -0.334069, 1.294161], [1.369938, -0.154966, 0.281079], [0.893643, -0.637201, -0.899386], [-0.374325, -0.435769, -1.166605], [0.113739, 1.495860, -0.458201], [-1.402765, -0.406760, 1.994156], [1.601905, -1.084869, -1.595015]], "forces_ev_per_angstrom": [[1.83, 0.19, -0.18], [0.79, -0.68, -0.36], [-0.32, -0.66, 0.15], [-0.06, 0.81, -0.62], [1.08, -1.56, 0.19], [0.22, 0.24, 0.69], [-0.63, -0.02, 0.50], [-2.40, 1.37, -0.22], [-0.17, 0.08, -0.11], [-0.35, 0.22, -0.05]]}

***

Record 5
{"formula": "C3H3N3O", "method": "ωB97M-V with the def2-TZVPD basis set", "max_force_ha_per_bohr": 0.13977, "smiles": "[H]/N=c1\\ncnco1", "de_lowest_ev": 1.980, "homo_energy_ev": -9.9341, "symbols": ["C", "C", "C", "H", "H", "H", "N", "N", "N", "O"], "coordinates": [[-0.769846, -0.024812, 0.587756], [0.715104, 1.109251, -0.723014], [0.918694, -1.037825, -0.560181], [-2.496709, 0.607897, 1.128193], [1.102664, 2.137404, -1.103314], [1.391780, -2.026947, -0.637539], [-1.973959, -0.181302, 1.092633], [-0.203792, 1.196349, 0.175267], [1.267845, 0.062563, -1.258226], [0.148486, -1.067663, 0.589698]], "forces_ev_per_angstrom": [[-3.33, 1.65, 2.19], [-0.84, 5.98, 0.78], [1.36, 1.31, 0.62], [-1.52, 3.29, -0.08], [-0.50, -1.84, 0.68], [-0.12, 0.65, -0.60], [5.84, -3.84, -1.66], [-0.62, -0.75, -0.22], [-0.21, -6.59, 0.59], [-0.07, 0.14, -2.29]]}

***

Record 6
{"formula": "C3H3N3O", "method": "ωB97M-V with the def2-TZVPD basis set", "max_force_ha_per_bohr": 0.03692, "smiles": "N=C=CC=O.N#N", "de_lowest_ev": 1.303, "homo_energy_ev": -9.6143, "symbols": ["N", "C", "N", "N", "O", "C", "C", "H", "H", "H"], "coordinates": [[2.193187, 0.028577, 0.167492], [1.065632, -0.422261, 0.127345], [0.335850, 1.808942, -0.978964], [-0.648588, 2.150176, -0.624859], [-2.393160, -1.046762, 0.927604], [-1.450124, -0.443708, 0.466638], [-0.106992, -1.026763, 0.258890], [2.629669, 0.471378, -0.635853], [-1.583005, 0.582883, 0.109961], [-0.042467, -2.102460, 0.181750]], "forces_ev_per_angstrom": [[-0.65, -0.12, 0.28], [0.44, 0.04, 0.16], [-1.60, 1.02, 0.14], [1.68, 0.08, -0.73], [0.46, -0.08, -0.18], [-0.06, -0.15, 0.09], [0.15, -0.16, -0.07], [-0.14, -0.28, -0.06], [-0.15, -0.17, 0.32], [-0.13, -0.19, 0.05]]}

***

Record 7
{"formula": "C3H3N3O", "method": "ωB97M-V with the def2-TZVPD basis set", "max_force_ha_per_bohr": 0.12859, "smiles": "O=Cn1nccn1", "de_lowest_ev": 3.443, "homo_energy_ev": -10.4176, "symbols": ["C", "C", "C", "H", "H", "H", "N", "N", "N", "O"], "coordinates": [[1.159584, 1.500537, -0.321476], [-0.655988, -1.389202, -0.490601], [-1.151003, -0.685855, 0.675130], [0.921853, 2.010296, 0.587024], [-1.091195, -2.253049, -1.042408], [-1.952279, -0.828068, 1.625381], [0.759868, 0.168515, 0.159656], [0.470609, -0.721228, -0.876010], [-0.176098, 0.346583, 1.031218], [1.714650, 1.851471, -1.347915]], "forces_ev_per_angstrom": [[2.79, 0.21, -1.36], [1.05, 2.30, 1.00], [1.53, 2.04, 4.22], [0.07, 1.95, 0.19], [0.54, 1.11, 0.45], [2.05, 0.10, -3.49], [-0.52, -0.29, -5.24], [-0.79, -1.54, 1.49], [-4.83, -4.51, 0.12], [-1.88, -1.38, 2.62]]}

***

Record 8
{"formula": "C3H3N3O", "method": "ωB97M-V with the def2-TZVPD basis set", "max_force_ha_per_bohr": 0.03695, "de_lowest_ev": 2.832, "homo_energy_ev": -9.8270, "symbols": ["N", "C", "N", "N", "O", "C", "C", "H", "H", "H"], "coordinates": [[-0.682328, -0.979235, -0.656945], [-1.305503, -0.368810, -1.591824], [0.097545, -1.123486, 2.272615], [0.473243, -0.459464, 3.065892], [-0.370598, 1.471895, 0.663672], [0.309422, 1.260580, -0.317736], [0.180317, 0.042467, -1.141954], [-0.789441, -1.587548, 0.146058], [1.072211, 1.987658, -0.661767], [1.015131, -0.244058, -1.778010]], "forces_ev_per_angstrom": [[-0.42, 0.16, -0.37], [0.24, -0.34, 0.47], [0.65, 1.11, 1.40], [-0.62, -1.14, -1.29], [0.27, -0.03, -0.41], [-0.21, 0.03, 0.18], [0.33, 0.14, 0.03], [-0.01, 0.07, -0.16], [-0.09, -0.05, 0.06], [-0.15, 0.06, 0.08]]}

***

Which formula does entry 7 have?
C3H3N3O